Below is a molecular structure, C34H62BeF3N6O7S5 at a distorted geometry, with properties calculated with the ωB97M-V functional and the def2-TZVPD basis.

charge: +1
strongest force on any atom: 4.1 eV/Å
spin multiplicity: 1
orbital gap: 1.1 eV
HOMO level: -9.518 eV

```
118
Properties=species:S:1:pos:R:3:forces:R:3:lowdin_charge:R:1
Be -1.157765 -3.161768 8.163474 0.139 0.077 -0.332 0.656
C -2.444706 -1.030502 2.594469 1.747 -0.292 2.128 -0.285
O -1.187767 -0.369864 2.267895 -1.665 0.128 0.691 -0.056
O -2.405434 -1.652177 3.841730 -0.658 2.011 -3.548 0.087
C -3.763331 -0.161222 2.193873 -0.281 1.505 0.927 -0.528
F -3.800073 1.019150 2.855944 1.135 -0.106 -0.336 0.137
F -3.821925 0.106412 0.875575 0.752 -0.274 0.256 0.140
F -4.927884 -0.684223 2.506675 -0.056 -1.645 0.150 0.180
C -0.771698 -0.315653 0.888385 -0.626 -0.833 -0.010 -0.254
C 0.563930 0.322536 0.762818 1.012 0.881 -0.693 -0.067
H 1.428965 -0.126137 1.251184 -0.482 -0.294 0.490 0.082
H 0.855531 0.297798 -0.287167 -0.203 -0.127 -0.260 0.086
H 0.559661 1.389815 0.984133 -0.173 -0.018 0.367 0.077
H -1.508389 0.179719 0.255928 -0.061 0.416 0.219 0.115
H -0.742593 -1.328176 0.485823 0.171 -0.350 0.144 0.124
H -2.434115 -1.830781 1.854504 -0.551 -1.097 -0.371 0.184
C 3.654841 5.089715 -2.387484 -1.009 0.239 -0.319 -0.256
S 3.275364 6.709301 -3.237799 2.412 -0.090 -0.397 0.836
O 4.642646 7.125783 -3.763690 -1.597 -0.218 0.463 -0.587
C 2.297440 6.087819 -4.670532 -0.379 -0.417 0.591 -0.255
H 4.109032 5.163485 -1.399364 0.282 0.779 -0.273 0.045
H 4.292712 4.508905 -3.053719 -0.165 0.012 -0.027 0.054
H 2.692946 4.622342 -2.176680 -0.098 -0.342 -0.371 0.033
H 1.261364 6.353490 -4.460622 -0.087 -0.164 0.153 0.034
H 2.393644 5.003413 -4.724617 0.022 0.054 -0.200 0.039
H 2.522465 6.550514 -5.631450 0.635 0.130 0.364 0.058
C 1.933015 -7.986789 6.250724 -1.127 -0.268 -0.284 -0.236
S 0.076454 -8.011660 6.201218 0.141 2.179 0.336 0.861
O -0.345452 -6.927096 7.201252 0.149 -1.232 -1.176 -0.617
C -0.234084 -7.249006 4.510262 0.257 0.594 0.663 -0.239
H 2.237186 -8.356350 5.271445 0.361 -0.254 0.266 0.042
H 2.129046 -8.664632 7.081504 0.327 -0.109 -0.292 0.042
H 2.379818 -7.016562 6.467775 -0.500 0.154 -0.140 0.058
H -1.278503 -7.290891 4.201168 -0.016 -0.579 0.363 0.043
H 0.407538 -7.596125 3.700371 0.048 -0.308 0.278 0.045
H -0.052906 -6.187742 4.680476 0.301 0.057 0.052 0.041
C -2.131157 2.659632 7.552971 0.680 0.071 -0.791 -0.246
S -0.330869 2.265506 7.848635 -1.302 -2.582 -1.112 0.868
O -0.349077 0.701763 7.865374 0.329 2.670 0.031 -0.648
C 0.172474 2.804674 6.146224 -0.398 -0.085 0.473 -0.254
H -2.736424 2.574161 8.455435 0.264 -0.057 -0.135 0.051
H -2.427659 1.974918 6.758392 -0.055 -0.590 0.422 0.046
H -2.262947 3.609509 7.034829 0.188 0.440 0.678 0.043
H -0.353504 3.747694 5.997356 0.435 0.197 -0.039 0.039
H -0.191088 2.114132 5.385251 -0.050 -0.293 0.285 0.052
H 1.255197 2.903061 6.067971 -0.151 0.073 0.182 0.044
C 4.402753 -3.235066 3.666885 -0.078 0.588 0.594 -0.257
S 3.212788 -2.187725 4.550867 -0.912 0.060 1.362 0.829
O 2.492194 -3.011999 5.628088 1.380 1.008 -1.301 -0.588
C 4.330173 -0.938649 5.346799 0.413 -0.178 0.306 -0.250
H 4.923717 -3.938232 4.316709 -0.328 -0.084 0.064 0.061
H 5.149227 -2.551710 3.262040 -0.137 -0.064 -0.386 0.050
H 3.772206 -3.697118 2.907266 0.467 -0.195 -0.033 0.044
H 3.802160 -0.360573 6.105172 -0.445 -0.457 -0.004 0.047
H 4.714426 -0.177026 4.668296 -0.295 -0.321 -0.641 0.047
H 5.214311 -1.369085 5.817030 -0.167 -0.398 0.078 0.052
C -8.460703 3.228589 1.405827 -0.440 0.750 -1.549 -0.244
S -7.134078 4.199271 0.496893 0.537 0.537 0.537 0.799
O -7.433422 5.690867 0.556475 -0.227 -2.083 -0.399 -0.572
C -7.305819 3.585762 -1.273435 -0.387 1.143 1.043 -0.241
H -8.489339 2.206043 1.029399 0.543 -0.143 0.352 0.040
H -9.424523 3.625626 1.087243 -0.046 0.354 0.086 0.045
H -8.381506 3.339133 2.487314 0.420 -0.090 -0.256 0.046
H -8.346079 3.745695 -1.556985 0.037 -0.502 -0.225 0.047
H -6.870022 2.596196 -1.411070 -0.437 -0.069 0.256 0.043
H -6.700282 4.294961 -1.837739 0.025 0.078 0.142 0.037
C -1.972706 4.525936 1.357218 0.878 0.792 0.116 -0.066
C -2.238717 5.729644 2.179893 -0.302 -2.124 -1.145 -0.279
N -2.453304 6.617980 2.853311 -0.157 1.268 0.881 0.131
H -0.949876 4.691904 1.019015 0.129 -0.277 -0.226 0.071
H -2.587589 4.435262 0.461788 -0.245 0.138 0.347 0.078
H -1.961467 3.608032 1.944955 -0.314 0.161 0.054 0.068
C 5.780523 -4.284604 -3.188894 -0.636 0.713 1.116 -0.068
C 4.448349 -3.679812 -2.933782 -2.761 0.693 0.964 -0.270
N 3.404891 -3.227129 -2.621075 3.221 -1.298 -1.078 0.098
H 6.025132 -4.272827 -4.251033 0.178 -0.140 0.326 0.085
H 5.872383 -5.241057 -2.674250 -0.451 -0.385 -0.670 0.080
H 6.442129 -3.700402 -2.549296 0.452 0.459 -0.634 0.076
N 1.059396 0.823730 -7.473337 -0.518 0.568 0.656 0.015
C 2.306687 0.825774 -6.900867 -1.577 -1.301 1.821 -0.159
C 3.183092 1.198482 -7.815138 2.768 0.841 0.134 -0.149
C 2.493415 1.552368 -8.947012 -0.453 0.712 -2.203 -0.127
C 1.150598 1.367932 -8.737176 0.458 -0.219 0.131 -0.111
H 0.240873 0.652282 -6.907013 -0.070 0.132 -0.500 0.141
H 2.468145 0.542831 -5.871177 -0.199 -0.130 -0.100 0.111
H 4.233876 1.366040 -7.630285 0.005 -0.248 -0.134 0.104
H 2.973437 1.911705 -9.845256 -0.300 0.094 -0.062 0.099
H 0.336154 1.657780 -9.384535 -0.151 -0.440 0.296 0.107
N -6.382526 -5.012404 -1.563824 0.971 0.320 -0.412 0.026
C -6.158735 -6.333569 -1.650623 -1.464 -1.545 0.329 -0.131
C -4.956304 -6.634744 -1.089486 1.361 -1.113 0.017 -0.114
C -4.303852 -5.454380 -0.773358 -0.943 2.012 -0.679 -0.083
C -5.213593 -4.431147 -1.126883 -0.144 0.276 1.025 -0.096
H -7.252930 -4.590665 -1.854740 0.455 0.267 0.070 0.160
H -6.929105 -7.001504 -2.006719 0.077 0.043 0.000 0.122
H -4.482639 -7.590485 -0.920351 -0.428 -0.176 -0.331 0.104
H -3.283370 -5.313931 -0.448861 -0.212 -0.011 0.152 0.095
H -5.225610 -3.368334 -0.935341 0.349 -0.043 -0.150 0.102
N 9.011435 1.413108 -1.010367 -0.961 -0.240 0.434 0.007
C 7.842754 0.839950 -0.531454 -0.935 0.597 -0.463 -0.132
C 7.031221 0.485879 -1.628900 1.750 -0.423 2.481 -0.108
C 7.861206 0.686407 -2.724975 -1.102 0.428 -2.328 -0.154
C 8.979670 1.367837 -2.371691 1.012 -0.404 0.084 -0.144
H 9.745978 1.852025 -0.473795 -0.342 -0.186 0.007 0.149
H 7.569076 0.844001 0.513299 0.324 0.043 -0.013 0.092
H 6.066741 0.003684 -1.568310 0.116 0.066 -0.086 0.085
H 7.555212 0.431905 -3.728962 0.241 0.198 -0.134 0.093
H 9.807966 1.738502 -2.957310 -0.134 -0.098 0.014 0.113
N -3.584640 2.534495 -5.443034 -0.630 -2.322 0.352 0.016
C -2.779480 2.094178 -4.418107 -0.165 -0.948 -0.009 -0.124
C -2.822325 0.673751 -4.424516 1.925 2.021 2.560 -0.150
C -3.679392 0.235143 -5.366003 -2.145 1.381 -2.894 -0.125
C -4.175624 1.400326 -5.989649 0.046 0.008 -0.158 -0.116
H -3.859595 3.474890 -5.688343 0.232 -0.203 0.251 0.149
H -2.403962 2.785446 -3.678144 0.348 -0.128 -0.253 0.095
H -2.307214 0.028758 -3.728061 0.174 0.229 0.074 0.088
H -3.935523 -0.767123 -5.676259 0.030 0.083 0.203 0.099
H -4.940362 1.523298 -6.742279 0.221 -0.121 -0.128 0.102
```
Positions in Å, forces in eV/Å.